Entry from OMol25: a cluster of 10 separate species, C37H84BrF18N7O5P3 in total at a distorted geometry (the ωB97M-V functional and the def2-TZVPD basis).

## Properties
Kohn-Sham gap, eV: 4.53
Net charge: +3

Element x y z (Å)
C  -4.78  1.92  -0.84
N  -5.51  0.76  -0.39
C  -6.78  0.74  -0.68
C  -7.43  -0.47  -0.49
C  -6.82  -1.61  0.01
C  -5.52  -1.47  0.41
C  -4.84  -0.27  0.19
C  -7.59  -2.88  0.31
C  -8.94  -2.87  0.74
C  -9.48  -4.11  1.08
N  -8.85  -5.31  0.86
C  -7.59  -5.33  0.36
C  -6.94  -4.09  0.04
C  -9.56  -6.63  1.16
H  -3.77  1.59  -1.07
H  -4.76  2.62  -0.01
H  -5.27  2.40  -1.69
H  -7.15  1.63  -1.17
H  -8.41  -0.51  -0.95
H  -5.05  -2.31  0.90
H  -3.80  -0.17  0.47
H  -9.47  -1.96  0.93
H  -10.44  -4.16  1.57
H  -7.29  -6.30  0.00
H  -6.00  -4.18  -0.50
H  -8.91  -7.34  1.66
H  -9.96  -7.00  0.22
H  -10.33  -6.29  1.86
C  5.46  2.08  -1.55
N  5.12  2.60  -2.93
C  5.63  4.08  -2.94
C  6.00  1.87  -3.99
C  3.58  2.48  -3.23
C  3.02  3.22  -4.56
O  3.08  4.60  -4.55
H  5.51  0.99  -1.61
H  4.83  2.54  -0.79
H  6.50  2.28  -1.29
H  4.85  4.60  -2.38
H  5.69  4.35  -4.00
H  6.64  4.13  -2.53
H  7.06  2.08  -3.87
H  5.74  2.13  -5.01
H  5.98  0.79  -3.81
H  3.14  2.77  -2.28
H  3.43  1.41  -3.32
H  2.00  2.87  -4.73
H  3.60  2.92  -5.43
H  2.59  4.96  -3.81
C  0.69  0.92  1.79
N  0.92  1.16  0.26
C  1.29  2.64  0.26
C  2.07  0.29  -0.29
C  -0.48  0.85  -0.44
C  -0.57  1.20  -1.88
O  0.43  0.66  -2.63
H  -0.09  1.59  2.15
H  1.67  1.20  2.17
H  0.65  -0.15  2.00
H  1.34  3.02  -0.76
H  2.20  2.84  0.83
H  0.54  3.20  0.81
H  1.69  -0.66  -0.67
H  2.79  0.08  0.49
H  2.53  0.84  -1.11
H  -1.23  1.39  0.14
H  -0.69  -0.22  -0.40
H  -0.46  2.27  -2.06
H  -1.49  0.76  -2.27
H  0.10  0.71  -3.54
C  2.62  4.58  5.65
N  1.14  4.60  5.19
C  1.05  4.64  3.63
C  0.59  3.26  5.69
C  0.28  5.79  5.76
C  0.79  7.22  5.59
O  0.64  7.63  4.27
H  3.07  5.47  5.22
H  3.14  3.72  5.22
H  2.71  4.64  6.74
H  0.02  4.38  3.41
H  1.60  3.74  3.37
H  1.54  5.53  3.23
H  -0.43  3.13  5.34
H  0.59  3.18  6.77
H  1.14  2.44  5.22
H  0.22  5.60  6.83
H  -0.74  5.64  5.39
H  1.80  7.37  5.95
H  0.19  7.90  6.19
H  0.50  8.58  4.25
C  3.50  -3.74  2.88
N  2.11  -4.17  2.22
C  1.10  -3.14  2.66
C  2.27  -4.18  0.75
C  1.69  -5.57  2.69
C  1.62  -5.72  4.25
O  0.44  -5.15  4.77
H  4.00  -2.88  2.43
H  4.12  -4.58  2.58
H  3.48  -3.59  3.96
H  1.32  -2.85  3.69
H  0.13  -3.62  2.53
H  1.22  -2.20  2.12
H  2.57  -3.17  0.46
H  1.41  -4.65  0.28
H  3.12  -4.81  0.47
H  2.36  -6.26  2.18
H  0.73  -5.82  2.25
H  2.48  -5.58  4.90
H  1.54  -6.80  4.33
H  0.60  -4.87  5.67
C  3.04  -1.70  -3.88
N  2.42  -2.96  -4.55
C  1.29  -3.46  -3.68
C  1.85  -2.64  -5.99
C  3.55  -4.02  -4.48
C  3.05  -5.54  -4.84
O  2.74  -5.60  -6.22
H  3.40  -1.85  -2.86
H  2.11  -1.13  -3.90
H  3.76  -1.26  -4.57
H  0.78  -4.36  -4.03
H  0.59  -2.63  -3.75
H  1.69  -3.55  -2.67
H  1.32  -3.48  -6.44
H  2.77  -2.27  -6.43
H  1.06  -1.92  -5.77
H  3.91  -3.88  -3.46
H  4.35  -3.64  -5.12
H  2.30  -6.09  -4.27
H  3.93  -6.17  -4.68
H  1.86  -5.97  -6.31
Br  -0.72  0.45  -5.71
P  -1.82  -3.11  -0.24
F  -1.61  -3.86  -1.65
F  -1.07  -4.36  0.54
F  -0.34  -2.39  -0.25
F  -2.00  -2.39  1.19
F  -2.62  -1.84  -0.90
F  -3.26  -3.90  -0.05
P  1.08  6.54  -2.08
F  2.64  5.95  -1.92
F  0.60  4.95  -2.17
F  0.89  6.57  -0.42
F  -0.46  7.03  -2.12
F  1.63  8.11  -2.07
F  1.12  6.70  -3.72
P  -3.18  1.84  3.02
F  -2.64  2.78  1.81
F  -3.76  3.23  3.69
F  -4.62  1.66  2.30
F  -3.63  0.96  4.35
F  -2.53  0.49  2.31
F  -1.83  2.24  3.85



Entry from OMol25: a cluster of 11 separate species, C37H86Cl2O28P4 in total at a distorted geometry (the ωB97M-V functional and the def2-TZVPD basis).

## Properties
SMILES string: COP(=O)(OC)OC.COP(=O)(OC)OC.COP(=O)(OC)OC.COP(=O)(OC)OC.CCOC(C)=O.CCOC(C)=O.CCOC(C)=O.CCOC(C)=O.CCOC(C)=O.CCOC(C)=O.ClCCl
Kohn-Sham gap, eV: 10.38
Relative energy (zero: lowest compared OMol25 entry of this formula, charge and spin), kcal/mol: 0.00
Net charge: 0

Element x y z (Å)
C  -6.03  2.50  2.61
O  -5.15  1.89  1.66
P  -5.59  0.56  0.91
O  -4.63  0.04  -0.08
O  -5.97  -0.50  2.05
C  -4.97  -1.11  2.83
O  -7.02  0.98  0.34
C  -7.77  0.06  -0.47
H  -5.47  2.67  3.53
H  -6.89  1.87  2.85
H  -6.41  3.43  2.18
H  -5.22  -2.17  2.95
H  -5.02  -0.78  3.87
H  -3.94  -1.03  2.48
H  -8.68  -0.22  0.05
H  -7.22  -0.88  -0.54
H  -8.01  0.51  -1.43
C  5.22  -2.72  -2.56
O  4.39  -3.22  -1.51
P  4.66  -4.64  -0.84
O  6.05  -4.80  -0.38
O  3.61  -4.75  0.38
C  2.22  -4.48  0.20
O  4.06  -5.66  -1.90
C  3.75  -7.01  -1.56
H  5.61  -1.74  -2.29
H  4.63  -2.65  -3.47
H  6.07  -3.37  -2.74
H  1.87  -4.38  -0.82
H  1.93  -3.57  0.74
H  1.67  -5.30  0.66
H  4.03  -7.26  -0.54
H  4.18  -7.69  -2.29
H  2.66  -7.10  -1.60
C  3.23  2.85  -0.86
O  3.13  2.83  0.56
P  1.74  3.27  1.18
O  0.57  2.78  0.42
O  1.91  2.67  2.65
C  1.20  3.22  3.74
O  1.90  4.85  1.29
C  0.79  5.72  1.18
H  2.32  2.45  -1.32
H  4.06  2.26  -1.23
H  3.39  3.87  -1.21
H  0.43  3.95  3.45
H  1.89  3.75  4.40
H  0.70  2.44  4.32
H  -0.18  5.22  1.22
H  0.86  6.32  0.27
H  0.78  6.43  2.01
C  6.93  2.44  0.26
O  6.77  1.25  1.04
P  6.88  -0.20  0.38
O  7.84  -0.24  -0.74
O  7.20  -1.12  1.64
C  7.10  -2.54  1.42
O  5.40  -0.65  -0.04
C  4.21  -0.33  0.68
H  7.75  2.99  0.72
H  6.01  3.01  0.40
H  7.14  2.23  -0.78
H  6.11  -2.86  1.74
H  7.97  -2.97  1.91
H  7.26  -2.80  0.37
H  3.42  0.00  0.00
H  4.40  0.47  1.39
H  3.84  -1.23  1.17
C  -2.35  -0.70  -2.25
C  -3.43  -1.15  -3.21
O  -3.59  -0.18  -4.25
C  -2.86  -0.27  -5.36
C  -3.18  0.91  -6.27
O  -1.98  -1.07  -5.55
H  -2.32  -1.31  -1.35
H  -2.50  0.34  -1.96
H  -1.34  -0.73  -2.68
H  -3.23  -2.18  -3.50
H  -4.40  -1.22  -2.71
H  -4.16  0.73  -6.72
H  -2.43  0.88  -7.06
H  -3.19  1.86  -5.73
C  4.65  -3.65  4.10
C  3.35  -3.61  3.30
O  2.35  -3.02  4.13
C  1.71  -1.93  3.75
C  0.85  -1.28  4.83
O  1.82  -1.36  2.69
H  5.55  -3.89  3.55
H  4.57  -4.35  4.93
H  4.76  -2.69  4.61
H  3.54  -3.07  2.37
H  2.99  -4.59  3.00
H  1.24  -0.28  5.01
H  0.85  -1.82  5.78
H  -0.17  -1.28  4.47
C  0.68  3.61  -5.43
C  0.05  2.29  -5.00
O  0.84  1.57  -4.07
C  1.75  0.72  -4.54
C  2.48  -0.08  -3.49
O  2.05  0.64  -5.71
H  0.08  3.99  -6.25
H  1.68  3.53  -5.85
H  0.60  4.31  -4.59
H  -0.98  2.40  -4.69
H  0.00  1.71  -5.93
H  1.79  -0.83  -3.10
H  2.77  0.61  -2.70
H  3.37  -0.50  -3.94
C  -2.40  3.60  2.60
C  -2.20  2.10  2.63
O  -3.03  1.50  3.65
C  -2.52  1.37  4.87
C  -3.51  0.78  5.84
O  -1.36  1.57  5.16
H  -3.46  3.84  2.72
H  -1.93  4.06  1.74
H  -1.97  4.07  3.49
H  -2.54  1.64  1.70
H  -1.17  1.82  2.83
H  -4.54  0.98  5.57
H  -3.34  1.09  6.87
H  -3.31  -0.29  5.78
C  -2.28  6.78  -3.77
C  -3.35  6.08  -2.92
O  -3.00  4.73  -2.69
C  -2.24  4.39  -1.63
C  -1.79  2.95  -1.76
O  -1.91  5.15  -0.76
H  -1.45  7.09  -3.14
H  -2.72  7.65  -4.27
H  -2.02  6.11  -4.60
H  -3.48  6.61  -1.98
H  -4.33  6.09  -3.40
H  -2.10  2.60  -2.74
H  -2.15  2.32  -0.95
H  -0.71  2.95  -1.61
C  -4.43  -3.44  -0.04
C  -3.48  -4.08  0.96
O  -2.91  -5.22  0.32
C  -1.95  -5.90  0.94
C  -1.39  -6.99  0.08
O  -1.52  -5.62  2.03
H  -5.08  -4.19  -0.47
H  -3.86  -2.93  -0.82
H  -5.06  -2.64  0.38
H  -2.67  -3.47  1.35
H  -4.09  -4.30  1.85
H  -0.30  -6.92  0.10
H  -1.71  -6.95  -0.96
H  -1.72  -7.93  0.51
Cl  -1.37  -1.09  1.54
C  -0.13  -0.23  0.64
Cl  0.75  -1.36  -0.44
H  -0.68  0.42  -0.03
H  0.56  0.31  1.27



Entry from OMol25: a structure of composition C37H90Br3N2O22P5 at a distorted geometry (the ωB97M-V functional and the def2-TZVPD basis).

## Properties
Kohn-Sham gap, eV: 8.65
Relative energy (zero: lowest compared OMol25 entry of this formula, charge and spin), kcal/mol: 0.00
Net charge: 0

Element x y z (Å)
C  -3.98  6.27  -32.01
O  -4.40  7.40  -32.31
N  -4.01  5.19  -32.85
C  -3.67  3.87  -32.39
C  -4.71  5.20  -34.17
H  -3.60  6.06  -30.99
H  -4.57  3.30  -32.15
H  -2.98  3.90  -31.55
H  -3.23  3.25  -33.17
H  -4.32  4.49  -34.91
H  -5.78  5.11  -34.02
H  -4.67  6.11  -34.76
C  -2.78  4.61  -28.06
O  -2.74  3.92  -29.06
N  -1.95  5.66  -27.94
C  -2.21  6.58  -26.96
C  -1.02  6.05  -29.00
H  -3.39  4.42  -27.16
H  -2.30  7.59  -27.36
H  -1.34  6.56  -26.31
H  -3.10  6.37  -26.36
H  -0.20  6.66  -28.60
H  -0.72  5.21  -29.62
H  -1.54  6.65  -29.75
C  3.01  5.76  -27.97
Br  4.23  4.35  -27.22
Br  1.70  6.02  -26.51
Br  2.15  5.18  -29.67
H  3.53  6.72  -28.09
C  -1.45  14.00  -24.81
C  -2.52  13.31  -25.66
O  -2.38  11.91  -25.46
P  -3.54  10.86  -25.84
O  -3.07  9.49  -25.71
O  -4.79  11.31  -24.88
C  -6.13  10.87  -25.10
C  -7.04  11.56  -24.18
O  -3.93  11.23  -27.33
C  -3.92  10.39  -28.50
C  -5.09  9.41  -28.46
H  -1.37  15.08  -24.94
H  -1.44  13.92  -23.72
H  -0.42  13.74  -25.05
H  -3.50  13.74  -25.48
H  -2.15  13.40  -26.68
H  -6.44  11.11  -26.11
H  -6.19  9.80  -24.93
H  -6.76  12.61  -24.11
H  -8.08  11.58  -24.52
H  -6.84  11.15  -23.19
H  -4.04  11.04  -29.36
H  -2.96  9.88  -28.53
H  -5.98  10.03  -28.37
H  -5.15  8.71  -29.30
H  -5.05  8.85  -27.53
C  -1.94  6.28  -18.79
C  -3.25  5.85  -19.42
O  -3.98  6.97  -19.90
P  -5.29  6.69  -20.79
O  -6.10  5.44  -20.51
O  -4.68  6.62  -22.29
C  -4.89  5.63  -23.21
C  -6.23  5.80  -23.85
O  -6.08  8.13  -20.67
C  -7.18  8.21  -19.81
C  -6.82  8.27  -18.30
H  -1.42  5.32  -18.71
H  -1.43  7.08  -19.34
H  -2.15  6.62  -17.78
H  -2.98  5.17  -20.23
H  -3.90  5.36  -18.68
H  -4.06  5.74  -23.91
H  -4.81  4.69  -22.67
H  -7.00  5.91  -23.09
H  -6.40  6.71  -24.42
H  -6.50  4.96  -24.50
H  -7.77  9.05  -20.17
H  -7.84  7.36  -19.95
H  -7.78  8.21  -17.78
H  -6.26  7.41  -17.92
H  -6.26  9.18  -18.07
C  -3.69  1.32  -25.67
C  -3.67  2.26  -24.43
O  -2.79  3.37  -24.64
P  -1.54  3.58  -23.59
O  -1.96  3.23  -22.19
O  -1.18  5.08  -23.91
C  -1.13  6.07  -22.90
C  -0.56  7.34  -23.43
O  -0.35  2.71  -24.22
C  -0.13  2.98  -25.56
C  1.26  2.57  -25.91
H  -2.72  0.82  -25.59
H  -4.50  0.60  -25.55
H  -3.90  1.84  -26.61
H  -4.61  2.77  -24.24
H  -3.33  1.66  -23.59
H  -2.12  6.27  -22.48
H  -0.56  5.69  -22.06
H  0.45  7.18  -23.80
H  -1.05  7.84  -24.26
H  -0.34  8.09  -22.67
H  -0.83  2.32  -26.08
H  -0.19  4.04  -25.80
H  1.44  1.51  -25.75
H  1.53  2.78  -26.94
H  1.94  3.13  -25.28
C  4.81  12.02  -27.85
C  4.62  11.76  -26.40
O  3.38  11.26  -26.06
P  3.16  9.64  -25.99
O  3.33  8.90  -27.29
O  4.11  9.22  -24.74
C  3.90  7.91  -24.13
C  4.87  7.80  -22.92
O  1.73  9.51  -25.30
C  0.51  9.50  -26.01
C  0.42  10.75  -26.87
H  5.57  12.75  -28.10
H  4.96  11.05  -28.33
H  3.90  12.44  -28.29
H  5.44  11.08  -26.17
H  4.68  12.66  -25.79
H  2.90  7.94  -23.71
H  3.94  7.11  -24.88
H  5.95  7.74  -23.01
H  4.72  8.54  -22.13
H  4.55  6.84  -22.52
H  0.52  8.62  -26.65
H  -0.41  9.45  -25.42
H  -0.59  10.89  -27.26
H  0.53  11.65  -26.27
H  1.06  10.68  -27.75
C  -6.54  -2.96  -26.59
C  -6.89  -1.63  -25.87
O  -7.17  -0.70  -26.88
P  -8.05  0.62  -26.52
O  -7.42  1.44  -25.42
O  -8.22  1.32  -27.94
C  -7.02  1.76  -28.54
C  -6.32  2.96  -27.80
O  -9.53  0.00  -26.34
C  -10.42  0.47  -25.37
C  -10.27  -0.31  -24.05
H  -7.15  -3.09  -27.48
H  -5.52  -2.85  -26.96
H  -6.60  -3.84  -25.95
H  -7.84  -1.81  -25.37
H  -6.24  -1.22  -25.09
H  -6.35  0.93  -28.71
H  -7.29  2.02  -29.56
H  -6.98  3.81  -27.66
H  -5.87  2.76  -26.83
H  -5.44  3.25  -28.38
H  -10.43  1.55  -25.28
H  -11.38  0.24  -25.82
H  -10.54  -1.33  -24.28
H  -9.30  -0.24  -23.56
H  -11.06  0.04  -23.39



What LUMO level values result from the calculations? In sequence: -7.5 0.4 -0.3 eV.